No. 1
A molecular structure, C10H30O9PdS6. Source: the OMol25 dataset; level of theory: ωB97M-V/def2-TZVPD.

Results
Frontier orbital gap (alpha / beta) ... 6.97 / 6.93 eV
Energy relative to the best compared isomer or geometry (same formula, charge and spin) ... 0.000 eV
2S+1 ... 3

Last column: Löwdin charge in e.
Cartesian coordinates (Å):
1 Pd -26.260 -8.089 -21.925  1.06
2 S -28.251 -6.308 -21.105  0.24
3 O -27.406 -6.388 -22.359  -0.47
4 O -27.491 -7.236 -20.241  -0.47
5 O -28.266 -4.960 -20.538  -0.36
6 O -29.590 -6.810 -21.399  -0.38
7 C -24.324 -7.811 -25.663  -0.24
8 S -23.902 -6.740 -24.274  0.91
9 O -24.607 -7.322 -23.079  -0.65
10 C -22.154 -7.244 -24.110  -0.23
11 H -23.809 -7.537 -26.582  0.06
12 H -25.404 -7.740 -25.809  0.04
13 H -24.184 -8.867 -25.423  0.06
14 H -22.057 -8.305 -23.883  0.05
15 H -21.637 -6.659 -23.357  0.05
16 H -21.762 -7.088 -25.118  0.05
17 C -23.143 -11.487 -22.969  -0.26
18 S -24.495 -11.123 -21.821  0.91
19 O -24.873 -9.730 -22.228  -0.63
20 C -25.701 -12.236 -22.618  -0.24
21 H -23.492 -11.172 -23.953  0.05
22 H -22.910 -12.553 -22.976  0.05
23 H -22.223 -10.933 -22.788  0.05
24 H -25.546 -13.259 -22.266  0.05
25 H -25.630 -12.248 -23.706  0.05
26 H -26.684 -11.903 -22.297  0.02
27 C -23.273 -6.415 -18.604  -0.24
28 S -23.554 -6.668 -20.388  0.88
29 O -24.563 -7.788 -20.435  -0.61
30 C -24.588 -5.193 -20.645  -0.24
31 H -24.011 -6.935 -17.997  0.06
32 H -23.363 -5.353 -18.383  0.05
33 H -22.300 -6.842 -18.365  0.04
34 H -25.511 -5.313 -20.063  0.06
35 H -24.996 -5.135 -21.655  0.04
36 H -24.102 -4.263 -20.351  0.05
37 C -29.654 -7.912 -24.234  -0.23
38 S -28.232 -8.867 -24.811  0.89
39 O -27.257 -8.863 -23.655  -0.62
40 C -28.979 -10.511 -24.912  -0.25
41 H -29.266 -6.939 -23.941  0.04
42 H -30.095 -8.430 -23.387  0.04
43 H -30.435 -7.807 -24.989  0.06
44 H -29.396 -10.899 -23.984  0.05
45 H -28.136 -11.168 -25.145  0.04
46 H -29.686 -10.570 -25.738  0.05
47 C -28.268 -11.913 -19.610  -0.26
48 S -28.196 -10.124 -19.939  0.91
49 O -27.321 -9.813 -21.130  -0.64
50 C -29.885 -10.028 -20.629  -0.22
51 H -27.233 -12.227 -19.466  0.04
52 H -28.722 -12.441 -20.446  0.05
53 H -28.822 -12.031 -18.682  0.05
54 H -30.662 -10.406 -19.973  0.06
55 H -29.834 -10.654 -21.528  0.04
56 H -30.017 -9.025 -21.038  0.02

***

No. 2
A molecular structure, C10H31BeN14O16Pb. Source: the OMol25 dataset; level of theory: ωB97M-V/def2-TZVPD.

Results
Frontier orbital gap ... 7.14 eV
Net charge ... +1
Energy relative to the best compared isomer or geometry (same formula, charge and spin) ... 4.462 eV

Last column: Löwdin charge in e.
Cartesian coordinates (Å):
1 Be -4.599 -31.250 5.756  1.02
2 Pb -1.140 -31.330 2.954  1.80
3 O -5.409 -30.104 1.479  0.18
4 C -4.643 -30.211 2.553  -0.71
5 O -4.858 -29.757 3.725  -0.04
6 O -3.487 -30.704 2.371  -0.21
7 H -4.859 -30.725 0.995  0.12
8 O -1.507 -28.177 6.220  0.13
9 C -1.564 -29.304 5.495  -0.81
10 O -2.344 -30.234 5.825  -0.04
11 O -0.935 -29.356 4.426  -0.17
12 H -1.189 -27.736 5.428  0.11
13 O -2.175 -34.906 5.251  0.16
14 C -2.387 -33.895 4.436  -0.88
15 O -1.737 -33.787 3.355  -0.22
16 O -3.125 -33.011 4.735  0.01
17 H -1.404 -35.347 4.886  0.13
18 C -4.928 -33.896 8.246  -0.77
19 O -5.059 -32.787 7.715  0.01
20 N -5.641 -34.281 9.274  0.17
21 N -4.336 -34.899 7.824  0.22
22 H -6.344 -33.616 9.563  0.12
23 H -5.370 -35.076 9.835  0.13
24 H -3.813 -34.840 6.962  0.12
25 H -4.468 -35.759 8.337  0.14
26 C -5.577 -26.705 5.170  -0.75
27 O -5.774 -25.574 5.640  0.01
28 N -4.379 -27.273 5.008  0.16
29 N -6.541 -27.517 4.894  0.18
30 H -3.522 -26.743 5.072  0.11
31 H -4.420 -27.932 4.243  0.07
32 H -7.440 -27.087 5.061  0.12
33 H -6.460 -28.403 4.415  0.07
34 C -6.976 -33.811 4.763  -0.76
35 O -6.035 -33.041 4.731  0.03
36 N -7.634 -34.245 5.798  0.19
37 N -7.543 -34.186 3.676  0.19
38 H -8.329 -34.962 5.646  0.12
39 H -7.323 -33.908 6.698  0.11
40 H -8.309 -34.832 3.803  0.12
41 H -7.531 -33.594 2.858  0.13
42 C -8.860 -29.578 1.917  -0.82
43 O -8.735 -29.690 0.737  0.08
44 N -9.605 -28.759 2.612  0.18
45 N -8.342 -30.467 2.679  0.17
46 H -10.206 -28.033 2.250  0.13
47 H -9.572 -28.776 3.621  0.10
48 H -8.209 -30.035 3.582  0.07
49 H -7.729 -31.147 2.252  0.11
50 C -7.885 -30.787 6.420  -0.83
51 O -7.094 -30.537 5.584  0.05
52 N -8.905 -31.469 6.323  0.19
53 N -7.727 -30.574 7.715  0.18
54 H -9.575 -31.628 7.062  0.14
55 H -9.235 -31.527 5.371  0.13
56 H -8.272 -31.032 8.430  0.11
57 H -6.917 -30.048 8.011  0.07
58 C -3.359 -34.963 0.388  -0.65
59 O -3.767 -35.282 -0.754  -0.01
60 N -3.882 -33.918 1.167  0.16
61 N -2.432 -35.715 0.994  0.15
62 H -4.743 -33.459 0.908  0.10
63 H -3.404 -33.744 2.040  0.04
64 H -1.972 -36.334 0.341  0.12
65 H -2.011 -35.312 1.819  0.06
66 C -4.533 -29.350 8.602  -0.75
67 O -5.184 -29.842 7.681  -0.02
68 N -3.801 -28.316 8.531  0.24
69 N -4.306 -30.061 9.640  0.20
70 H -3.632 -28.012 7.583  0.12
71 H -3.356 -28.208 9.431  0.14
72 H -3.987 -29.579 10.469  0.13
73 H -4.822 -30.922 9.750  0.12

***

No. 3
A molecular structure, C10H31Cl2O7OsP2Si4Te. Source: the OMol25 dataset; level of theory: ωB97M-V/def2-TZVPD.

Results
Frontier orbital gap (alpha / beta) ... 5.73 / 5.74 eV
Net charge ... +1
Energy relative to the best compared isomer or geometry (same formula, charge and spin) ... 2.039 eV

Last column: Löwdin charge in e.
Cartesian coordinates (Å):
1 Os -0.652 3.132 0.266  0.63
2 O 1.971 3.107 2.891  -0.10
3 P 2.326 2.609 1.423  0.24
4 O 3.531 1.794 1.340  -0.23
5 O 1.014 2.057 0.849  -0.53
6 O 2.557 4.045 0.618  -0.22
7 P 1.316 4.829 0.043  0.20
8 O 1.858 6.227 -0.368  -0.02
9 O 0.664 4.033 -1.099  -0.41
10 O 0.214 4.912 1.091  -0.39
11 H 2.744 3.112 3.468  0.10
12 H 2.774 6.272 -0.671  0.12
13 Cl -2.645 4.520 -0.075  0.63
14 C -2.884 4.465 1.700  -0.78
15 Cl -2.046 2.960 2.231  0.63
16 H -3.939 4.419 1.945  0.06
17 H -2.360 5.305 2.141  0.05
18 C 1.895 -2.997 -2.183  -0.20
19 Si 1.934 -1.275 -1.450  0.37
20 C 2.172 0.045 -2.749  -0.21
21 C 3.206 -1.205 -0.096  -0.19
22 Si -0.213 -0.933 -0.447  0.22
23 Te -1.137 1.274 -1.245  0.91
24 Si -1.883 -2.076 -1.699  0.30
25 C -1.540 -1.847 -3.524  -0.21
26 C -1.815 -3.875 -1.197  -0.20
27 C -3.579 -1.361 -1.321  -0.23
28 Si -0.431 -1.283 1.879  0.35
29 C 0.095 -3.073 2.064  -0.20
30 C 0.630 -0.189 2.950  -0.20
31 C -2.240 -1.077 2.336  -0.21
32 H 2.861 -3.222 -2.641  0.04
33 H 1.131 -3.123 -2.948  0.01
34 H 1.727 -3.741 -1.403  0.03
35 H 3.128 -0.100 -3.258  0.04
36 H 2.186 1.037 -2.294  0.03
37 H 1.384 0.017 -3.505  0.03
38 H 4.182 -1.454 -0.525  0.05
39 H 2.993 -1.945 0.677  0.03
40 H 3.284 -0.223 0.369  0.00
41 H -0.620 -2.339 -3.844  0.02
42 H -1.472 -0.792 -3.799  0.02
43 H -2.362 -2.280 -4.099  0.04
44 H -0.804 -4.276 -1.258  0.02
45 H -2.449 -4.465 -1.863  0.04
46 H -2.182 -4.019 -0.181  0.03
47 H -3.700 -0.363 -1.754  0.00
48 H -3.769 -1.293 -0.250  0.01
49 H -4.359 -1.989 -1.756  0.04
50 H 1.139 -3.208 1.780  0.03
51 H -0.510 -3.743 1.452  0.02
52 H -0.006 -3.393 3.103  0.04
53 H 1.676 -0.193 2.643  0.03
54 H 0.574 -0.561 3.977  0.05
55 H 0.284 0.845 2.944  0.00
56 H -2.857 -1.873 1.919  0.03
57 H -2.640 -0.124 1.980  0.00
58 H -2.356 -1.105 3.422  0.04

***

No. 4
6 unconnected molecules or ions with the total composition C10H32N4O10. Source: the OMol25 dataset; level of theory: ωB97M-V/def2-TZVPD.

Results
Frontier orbital gap (alpha / beta) ... 2.51 / 9.66 eV
Net charge ... -1
2S+1 ... 2

Last column: Löwdin charge in e.
Cartesian coordinates (Å):
1 C 0.349 0.387 -0.207  -0.80
2 O 0.087 -0.104 -1.323  -0.04
3 N -0.570 0.891 0.575  0.17
4 N 1.505 0.321 0.387  0.15
5 H -0.251 1.337 1.423  0.04
6 H -1.559 0.828 0.377  0.07
7 H 2.189 -0.230 -0.112  0.10
8 H 1.589 0.932 1.186  0.03
9 C 3.584 -0.427 -3.152  -0.76
10 O 4.020 0.621 -3.631  0.00
11 N 2.326 -0.714 -2.956  0.16
12 N 4.389 -1.367 -2.631  0.13
13 H 2.049 -1.576 -2.507  0.09
14 H 1.711 0.084 -2.890  0.10
15 H 4.106 -2.324 -2.474  0.10
16 H 5.373 -1.140 -2.651  0.10
17 C 5.017 1.231 2.731  -0.28
18 C 4.869 0.928 1.231  -0.23
19 O 5.820 1.713 0.455  -0.12
20 O 6.016 0.452 3.334  -0.08
21 H 4.052 1.024 3.194  0.09
22 H 5.291 2.266 2.936  0.12
23 H 3.927 1.324 0.852  0.08
24 H 5.109 -0.066 0.854  0.11
25 H 5.513 1.849 -0.444  0.07
26 H 6.836 0.538 2.841  0.08
27 C -5.094 -1.188 -1.356  -0.28
28 C -4.866 -0.414 -0.011  -0.23
29 O -3.512 -0.011 0.035  -0.10
30 O -4.319 -2.298 -1.335  -0.07
31 H -4.935 -0.577 -2.244  0.12
32 H -6.083 -1.646 -1.386  0.11
33 H -5.031 -0.986 0.902  0.11
34 H -5.630 0.349 0.138  0.10
35 H -3.460 0.934 -0.125  0.07
36 H -3.489 -2.028 -1.735  0.03
37 C -1.115 -2.488 -3.281  -0.22
38 C -1.917 -3.744 -3.767  -0.21
39 O -2.044 -4.653 -2.679  -0.07
40 O -2.015 -1.662 -2.575  -0.09
41 H -0.653 -1.941 -4.102  0.11
42 H -0.292 -2.692 -2.596  0.11
43 H -1.440 -4.237 -4.615  0.10
44 H -2.921 -3.401 -4.016  0.11
45 H -2.859 -5.154 -2.755  0.08
46 H -1.450 -0.955 -2.254  0.05
47 C -1.470 3.587 4.317  -0.32
48 C -2.043 2.224 3.873  -0.23
49 O -2.337 1.479 5.095  -0.11
50 O -2.501 4.517 4.526  -0.11
51 H -0.885 4.092 3.548  0.07
52 H -0.826 3.553 5.195  0.11
53 H -1.262 1.637 3.390  0.07
54 H -2.947 2.180 3.265  0.11
55 H -3.170 1.811 5.440  0.07
56 H -2.785 4.938 3.711  0.07

***

Sequential max |F| output: 3.01, 10.68, 0.26, 3.10 eV/A